Record 1
Entry from the Open Molecules 2025 dataset: 4 unconnected molecules or ions with the total composition C26H22NO10PS (the ωB97M-V functional and the def2-TZVPD basis).

```
61
Properties=species:S:1:pos:R:3
C 2.05094 0.98335 -3.43609
N 1.60475 2.40999 -3.51564
C 0.88759 2.87354 -2.28923
C 0.88236 2.71943 -4.76079
O 1.38673 3.61648 -5.50837
C -0.45339 2.01639 -5.29995
C -1.22835 1.10699 -4.24259
C -2.10953 1.43849 -3.17198
P -2.65456 3.15823 -2.62679
S -2.15510 3.51828 -0.77049
C -2.52502 -0.00854 -2.60478
O -3.31917 -0.17553 -1.64313
O -1.91461 -1.10559 -3.33084
C -1.09906 -0.50511 -4.33788
O -0.39388 -1.03792 -5.23101
H 1.48675 0.26223 -4.12055
H 3.16565 0.96797 -3.75592
H 2.05564 0.66777 -2.32866
H 0.45452 2.02382 -1.65107
H 0.11345 3.70552 -2.50762
H 1.68381 3.38954 -1.62052
H -1.17812 2.87424 -5.58671
H -0.26414 1.45381 -6.29168
H -2.11839 4.14406 -3.55141
H -4.10226 3.19741 -2.70677
O 1.03646 -1.90279 -1.31020
C 0.34197 -2.57914 -0.57063
C -1.12716 -2.61954 -0.72368
C -1.88739 -3.35711 0.08645
C -1.29257 -4.16710 1.17093
O -1.98632 -4.84178 1.90896
C 0.17771 -4.12659 1.32384
C 0.93691 -3.38864 0.51322
H -1.54494 -2.02114 -1.52312
H -2.96516 -3.39742 -0.01116
H 0.59676 -4.72354 2.12165
H 2.01458 -3.34773 0.61031
O -5.23704 6.14444 5.39974
C -4.28156 5.79169 4.73373
C -4.06309 4.36883 4.39782
C -3.01440 3.98300 3.66965
C -2.02701 4.96133 3.16619
O -1.07186 4.60868 2.50032
C -2.24545 6.38426 3.50205
C -3.29409 6.77006 4.23020
H -4.79576 3.66538 4.77357
H -2.83860 2.94531 3.41484
H -1.51276 7.08769 3.12623
H -3.46989 7.80775 4.48490
O 6.69206 -6.97524 2.55378
C 5.65946 -6.36495 2.75526
C 4.56062 -6.95568 3.54835
C 3.42787 -6.28642 3.76685
C 3.22340 -4.92564 3.22711
O 2.18886 -4.31426 3.42892
C 4.32198 -4.33471 2.43410
C 5.45476 -5.00374 2.21546
H 4.72674 -7.95274 3.93704
H 2.61267 -6.70395 4.34462
H 4.15582 -3.33741 2.04545
H 6.26981 -4.58605 1.63772
```

As for the net charge: 0. As for the electronic energy: -69400.52258 eV. The calculation puts the HOMO energy at -9.1 eV. The lowest unoccupied orbital energy is -0.0701 Eh. As for the SMILES: CN(C)C(=O)CC1=C([PH2]=S)C(=O)OC1=O.O=C1C=CC(=O)C=C1.O=C1C=CC(=O)C=C1.O=C1C=CC(=O)C=C1. For the maximum force, the calculation gives 5.9 eV/Å. The calculation puts the gap between HOMO and LUMO at 0.264 Ha.

Record 2
Entry from the Open Molecules 2025 dataset: a molecular structure, C31H38AuNO2 (the ωB97M-V functional and the def2-TZVPD basis).

```
73
Properties=species:S:1:pos:R:3
O -1.44423 2.36649 -4.81028
C -0.15989 3.10344 -4.67069
C -0.83470 4.39396 -4.19257
H 0.37746 3.17709 -5.62445
H 0.48330 2.63774 -3.90158
C -2.09468 3.47306 -4.11460
H -0.95214 5.15533 -4.97633
H -0.46948 4.80290 -3.24552
C -3.28449 4.02739 -4.86415
H -3.10752 4.01021 -5.94196
H -3.45901 5.06005 -4.54742
H -4.17345 3.44464 -4.61326
C -2.45149 3.01336 -2.71017
H -1.60407 2.47421 -2.26497
H -3.31394 2.33359 -2.75500
H -2.72497 3.85327 -2.06035
Au 0.17262 -0.28846 -0.82376
C 1.85362 1.78054 1.99716
C 2.01075 0.51977 1.43511
C 1.98106 0.62360 -0.02601
H 2.11560 -0.41875 1.97572
C 1.81856 2.07350 -0.28622
C 1.71653 2.74943 0.92699
H 1.61256 3.82644 1.06378
H 1.86936 2.02749 3.05834
H 2.54173 -0.07376 -0.66215
H 1.74046 2.47872 -1.29139
C -1.36807 -0.75070 1.83420
C -1.73369 0.48707 1.25462
C -2.02796 0.27423 -0.11978
H -1.81780 1.43611 1.78149
C -1.76471 -1.15466 -0.41088
C -1.36142 -1.75365 0.84450
H -1.19501 -2.81814 0.97318
H -1.23174 -0.90984 2.89995
H -2.60283 0.94435 -0.75029
H -2.03861 -1.67877 -1.31987
O 0.50147 -0.89512 -3.08842
C -0.37076 -0.49158 -4.18243
C 0.12221 -1.16102 -5.45899
H -0.39512 0.60132 -4.24682
H -1.40106 -0.80668 -3.95616
C 1.17467 -2.19728 -5.02228
H 0.56430 -0.41158 -6.12384
H -0.71799 -1.64129 -5.97043
C 1.27039 -2.06057 -3.50927
H 2.15504 -2.00768 -5.47501
H 0.88380 -3.21961 -5.28026
H 2.31559 -1.91302 -3.20836
H 0.84118 -2.94984 -3.02347
C 0.98629 0.78746 7.27474
C 0.40243 1.26996 6.09805
C 0.49571 0.54719 4.91727
C 1.11963 -0.73257 4.89706
C 1.70022 -1.20600 6.11295
C 1.65444 -0.44189 7.27120
N 1.20577 -1.42242 3.71859
C 0.99439 -2.75826 3.59294
C 1.56350 -3.46040 2.49014
C 1.28312 -4.80492 2.28234
C 0.39151 -5.48049 3.13525
C -0.17139 -4.81983 4.23791
C 0.15356 -3.49120 4.48209
H 0.93109 1.36444 8.19467
H -0.11632 2.22603 6.08005
H 0.07744 0.92194 3.97743
H 2.19255 -2.18065 6.09563
H 2.16310 -0.80028 8.16502
H 2.19538 -2.90557 1.79715
H 1.74418 -5.35188 1.45318
H 0.13525 -6.52856 2.95814
H -0.87509 -5.32294 4.90973
H -0.24822 -2.95644 5.34281
```

Its multiplicity is 3. As for the net charge: 0. As for the electronic energy: -42033.88164 eV. The calculation puts the HOMO energy (alpha / beta) at -6.7 / -6.7 eV. The lowest unoccupied orbital energy (alpha / beta) is 0.0225 / -0.0668 Eh. For the maximum force, the calculation gives 2.6 eV/Å. The calculation puts the gap between HOMO and LUMO (alpha / beta) at 0.270 / 0.180 Ha.

Record 3
Entry from the Open Molecules 2025 dataset: a single C4H10N2O molecule (the ωB97M-V functional and the def2-TZVPD basis).

```
17
Properties=species:S:1:pos:R:3
C 2.21219 1.22855 1.45648
C 1.10839 1.22456 0.35926
O 1.12882 0.06210 -0.48146
C 0.30667 -1.07859 -0.08496
C -0.97001 -0.94146 -1.02148
N -2.12599 -1.12068 -0.48657
N -3.18627 -1.16527 -1.27092
H 3.07759 0.70343 1.01298
H 1.84831 1.04127 2.47555
H 2.44515 2.31720 1.67278
H 1.42627 1.99542 -0.38108
H 0.01571 1.21990 0.94035
H 0.00173 -0.82834 0.95975
H 0.76796 -1.96246 -0.29504
H -0.87940 -0.48282 -1.91783
H -3.23702 -1.03599 -2.28541
H -3.94010 -1.17681 -0.65240
```

As for the net charge: 0. As for the electronic energy: -9334.33313 eV. The calculation puts the HOMO energy at -8.3 eV. The lowest unoccupied orbital energy is 0.0448 Eh. As for the SMILES: CCOC/C=N/N. For the maximum force, the calculation gives 6.2 eV/Å. The calculation puts the gap between HOMO and LUMO at 0.351 Ha.

Record 4
Entry from the Open Molecules 2025 dataset: 2 unconnected molecules or ions with the total composition C5H7NO (the ωB97M-V functional and the def2-TZVPD basis).

```
14
Properties=species:S:1:pos:R:3
O 1.22700 1.79349 1.97875
C 1.31423 0.57670 1.89773
N 0.68379 -0.04279 0.66665
C -0.31839 0.59754 0.21498
C -0.94289 0.42707 -1.11335
C -0.76959 -0.86410 -1.76868
C -0.62073 -1.92012 -2.32312
H 2.24902 0.02548 2.14453
H 0.90945 -0.99518 0.38320
H -0.55995 1.47939 0.80451
H -0.28304 -0.16170 2.71474
H -1.98634 0.75414 -1.11717
H -0.39268 1.19615 -1.67662
H -0.50986 -2.86606 -2.80616
```

As for the net charge: 0. As for the electronic energy: -8829.47328 eV. The calculation puts the HOMO energy (alpha / beta) at -7.0 / -7.0 eV. The lowest unoccupied orbital energy (alpha / beta) is -0.0165 / -0.0164 Eh. For the maximum force, the calculation gives 1.9 eV/Å. The calculation puts the gap between HOMO and LUMO (alpha / beta) at 0.241 / 0.241 Ha.

Record 5
Entry from the Open Molecules 2025 dataset: a single C3H6Si molecule (the ωB97M-V functional and the def2-TZVPD basis).

```
10
Properties=species:S:1:pos:R:3
C -2.08226 1.52437 -0.34512
C -1.22397 0.67396 -0.25278
C -0.47486 -0.53580 -0.03148
Si 1.52666 -0.41066 0.27013
H -2.71683 2.33881 -0.20587
H -0.43041 -0.98289 -0.98777
H -1.01052 -1.00304 0.87010
H 1.94011 0.19441 -0.95118
H 2.35180 0.06429 1.43633
H 2.12028 -1.86346 0.19764
```

As for the net charge: 0. As for the electronic energy: -11082.56003 eV. The calculation puts the HOMO energy at -9.5 eV. The lowest unoccupied orbital energy is 0.0321 Eh. As for the SMILES: C#CC[SiH3]. For the maximum force, the calculation gives 3.3 eV/Å. The calculation puts the gap between HOMO and LUMO at 0.383 Ha.